Entry 1:
Here is C37H35F6IrN5OP2S as an isolated structure at a distorted geometry from OMol25. Energies are from ωB97M-V with the def2-TZVPD basis set.

## Properties
Calculated total energy, eV: -96981.8464
Charge: +2
Largest force on an atom, eV Å⁻¹: 3.009
Kohn-Sham gap (spin up / spin down), eV: 6.25 / 6.02
Spin multiplicity: 2
E_LUMO (spin up / spin down), eV: -7.58 / -7.81

Geometry as XYZ:
```
88
Properties=species:S:1:pos:R:3:forces:R:3
Ir 0.31646 -0.44541 -0.28538 -0.5 0.2 -0.7
C -2.33678 1.58446 2.44806 0.0 -0.2 0.1
C -1.28838 0.77795 3.21381 0.2 0.1 -0.3
C -0.06262 1.65324 3.48119 -0.2 -0.1 0.1
C -0.90088 -0.59505 2.58345 -0.2 0.3 0.4
C -0.49961 -1.58356 3.68130 -0.4 -0.1 -0.2
O 0.93612 -1.59182 3.61419 0.3 0.1 0.2
C 1.30740 -1.03375 2.48332 -0.4 0.1 -0.3
N 0.33438 -0.56246 1.74503 0.1 -0.5 0.2
C 2.76324 -0.95629 2.30730 0.3 -0.1 0.1
C 3.51237 -0.87807 3.48790 -0.1 0.0 0.0
C 4.89156 -0.79594 3.44889 0.0 0.1 0.0
C 5.55266 -0.81783 2.22961 0.0 0.0 0.0
C 4.82458 -0.90162 1.05510 -0.1 0.0 0.0
C 3.43335 -0.95794 1.08255 -0.1 0.0 -0.2
P 2.57764 -1.05415 -0.50646 -0.3 -1.1 0.4
C 2.93354 -2.68251 -1.19025 0.0 0.1 0.0
C 2.66949 -2.93994 -2.53700 0.0 0.0 0.0
C 3.01263 -4.16673 -3.08035 -0.1 0.0 0.0
C 3.56275 -5.15375 -2.27516 0.0 0.0 0.0
C 3.76640 -4.91956 -0.92185 -0.1 -0.1 0.0
C 3.44490 -3.69076 -0.37048 0.1 0.1 -0.1
C 3.33484 0.27534 -1.46849 -0.2 0.2 0.1
C 3.73932 0.16265 -2.79580 0.0 0.0 0.1
C 4.16552 1.29018 -3.48071 0.0 0.1 0.0
C 4.19178 2.52830 -2.85586 0.0 0.0 0.1
C 3.83434 2.63767 -1.51766 -0.1 0.1 0.0
C 3.39866 1.52092 -0.82812 -0.1 -0.2 0.0
H -2.77950 2.31288 3.12735 0.0 0.1 -0.1
H -3.14405 0.95303 2.07186 0.0 0.0 0.0
H -1.89521 2.13809 1.62238 0.0 0.0 -0.1
H -1.73945 0.51768 4.17512 0.0 0.0 0.0
H 0.43360 1.91504 2.54521 0.0 0.0 0.0
H 0.65715 1.16092 4.13811 0.1 0.1 0.0
H -0.38416 2.57649 3.96118 0.1 0.0 0.1
H -1.73080 -0.98372 1.99760 0.0 0.0 0.0
H -0.85925 -2.59971 3.51260 0.1 0.0 -0.1
H -0.78987 -1.26524 4.67904 0.1 0.0 0.0
H 3.00119 -0.86206 4.43924 0.0 0.0 0.0
H 5.44868 -0.70981 4.37122 0.0 0.0 0.0
H 6.63243 -0.77165 2.19397 0.0 0.0 0.0
H 5.33368 -0.92606 0.09949 0.0 0.0 0.0
H 2.17742 -2.20306 -3.15575 0.0 0.0 0.0
H 2.83154 -4.35324 -4.12993 0.0 0.0 0.0
H 3.81117 -6.11714 -2.69889 0.1 0.0 0.0
H 4.17764 -5.69618 -0.29172 0.0 0.0 0.0
H 3.60996 -3.51879 0.68522 0.1 0.0 0.0
H 3.74920 -0.79350 -3.29542 -0.1 0.0 0.0
H 4.47532 1.20236 -4.51280 0.0 0.0 0.0
H 4.49833 3.40827 -3.40467 0.1 0.0 0.0
H 3.89769 3.59211 -1.01102 0.0 0.0 0.0
H 3.12517 1.60350 0.22005 0.0 0.1 0.0
S -1.34898 -2.27480 -0.38655 1.7 1.9 0.1
C -2.68680 -1.13999 -0.49868 0.4 -2.0 0.5
N -3.86442 -1.66686 -0.58420 0.5 -0.5 0.1
N -4.93710 -0.89718 -0.82593 -0.4 0.8 0.0
C -5.80169 -0.44982 0.11102 0.0 -0.1 0.1
C -6.85714 0.39839 -0.29404 -0.1 0.1 -0.1
C -7.65619 0.98276 0.65759 0.0 0.0 -0.1
C -7.45709 0.70073 2.01121 0.0 0.0 0.0
C -6.46347 -0.19883 2.40837 0.1 0.0 0.0
C -5.63582 -0.77373 1.47485 0.1 -0.1 0.1
N -2.52891 0.19928 -0.49026 -1.0 2.7 -0.8
N -1.39816 0.73966 -0.50073 -0.2 -2.7 0.2
C -1.30419 2.05305 -0.88338 -0.2 1.5 0.0
C -2.44806 2.82111 -1.17887 0.2 -0.3 0.1
C -2.29551 4.11148 -1.62293 -0.1 0.1 0.0
C -1.02320 4.65903 -1.78715 0.0 -0.2 0.1
C 0.10880 3.91223 -1.47365 0.1 0.2 0.0
C -0.02883 2.62564 -1.01077 -0.3 -0.5 0.2
H -5.13796 -0.68839 -1.80186 0.1 -0.1 0.0
H -7.01194 0.59517 -1.34828 0.0 0.0 0.0
H -8.44508 1.65677 0.35500 0.0 0.0 0.0
H -8.08746 1.17008 2.75367 0.0 0.0 0.0
H -6.34566 -0.44675 3.45392 0.0 0.0 0.0
H -4.88316 -1.49667 1.75989 0.0 0.0 0.0
H -3.42477 2.37812 -1.05320 0.0 0.0 0.0
H -3.16827 4.70674 -1.85247 0.0 0.0 0.0
H -0.92283 5.67157 -2.15321 0.0 0.0 0.0
H 1.09650 4.33394 -1.59642 0.0 0.0 0.0
H 0.84705 2.03240 -0.77184 0.1 0.1 -0.1
F 0.44279 -0.19064 -2.32850 0.0 -0.1 0.1
P -0.46007 -0.44382 -3.98144 -0.1 -0.2 0.2
F -0.10309 -1.98159 -3.75192 0.0 0.2 0.0
F -1.19820 -0.65286 -5.33046 0.0 0.0 -0.1
F -0.71428 1.12375 -3.88701 0.1 0.0 0.0
F 0.97416 -0.19268 -4.60180 0.0 0.0 0.1
F -1.78447 -0.66106 -3.07758 0.1 0.1 0.0
```
Forces are in eV/Å.



Entry 2:
Here is an isolated ion of composition CH3N2O and charge +1 at a distorted geometry from OMol25. Energies are from ωB97M-V with the def2-TZVPD basis set.

## Properties
Calculated total energy, eV: -6101.1829
Charge: +1
SMILES: CO[N+]#N
Largest force on an atom, eV Å⁻¹: 4.607
Kohn-Sham gap, eV: 12.92
E_LUMO, eV: -5.82

Geometry as XYZ:
```
7
Properties=species:S:1:pos:R:3:forces:R:3
C -0.16407 -0.83969 0.32038 3.1 -2.0 2.7
N -0.00731 2.49121 -0.88628 0.2 -0.6 0.4
N 0.20723 1.46562 -0.54385 -0.7 -0.7 0.2
O 0.58363 0.27322 -0.29292 0.8 2.1 -1.1
H -1.14086 -1.02607 0.01109 -1.6 0.3 -1.0
H -0.08033 -0.75285 1.48068 -0.1 0.0 -2.3
H 0.60171 -1.61144 -0.08910 -1.8 0.9 1.0
```
Forces are in eV/Å.



Entry 3:
Here is one molecule with the formula C20H18N4O3S2 at a distorted geometry from OMol25. Energies are from ωB97M-V with the def2-TZVPD basis set.

## Properties
Calculated total energy, eV: -54801.3481
SMILES: O=S(=O)(NCCSc1nnc(-c2ccco2)n1-c1ccccc1)c1ccccc1
Largest force on an atom, eV Å⁻¹: 6.299
Kohn-Sham gap, eV: 8.82
E_LUMO, eV: 0.49

Geometry as XYZ:
```
47
Properties=species:S:1:pos:R:3:forces:R:3
O -0.99680 1.36645 -4.74528 0.1 -0.8 1.0
O -1.81893 -0.56807 -3.28325 2.3 2.3 -1.0
N 0.71308 1.89908 0.20845 -0.4 -0.5 0.7
N 1.63756 0.86773 0.47001 -2.0 -0.2 1.1
O 2.28615 -2.10264 0.97542 0.2 -0.6 1.7
S -1.80521 2.73701 0.91966 -0.8 0.3 -1.3
C -0.43539 1.71054 0.87609 4.1 -2.6 0.5
C 1.06109 0.03025 1.33690 -0.9 2.5 -2.1
C 2.50028 -3.25032 1.75490 -1.6 1.5 2.1
C 1.88454 -3.09723 3.01417 1.2 -1.3 -2.6
C 1.22809 -1.84885 2.93487 -1.2 0.3 3.8
C 1.58052 -1.22812 1.81207 -0.4 -0.8 -1.4
C -3.52836 -1.29821 3.76981 1.4 0.5 0.5
C 3.56684 -0.52685 -3.18639 -6.2 0.5 0.7
C -2.71438 -0.29169 4.38055 -0.7 -0.7 -0.6
C -3.18700 -1.71723 2.50825 2.1 0.6 -2.0
C 3.15204 0.72705 -3.60553 -1.4 -1.1 -0.2
C 2.58268 -1.46484 -2.73138 1.0 0.9 0.2
C -1.65647 0.33444 3.69584 0.6 -0.3 -1.0
C -2.03534 -1.20016 1.76384 0.0 1.7 2.6
C 1.77696 0.93736 -3.69295 0.3 3.3 -1.5
C 1.22573 -1.15729 -2.75044 1.3 -0.6 -0.6
C -1.23718 -0.13802 2.37145 -4.0 -1.6 1.5
C 0.84716 0.00340 -3.33232 -1.0 1.6 -0.6
N -0.24459 0.51378 1.63282 0.9 0.8 -0.9
N -0.87659 1.53033 -2.13599 0.8 -0.2 0.4
C -1.43764 3.60073 -0.75237 0.4 -1.0 0.9
C -1.63394 2.83008 -2.07129 -0.1 -1.5 0.3
S -0.86137 0.54962 -3.54659 -1.7 -0.7 2.1
H 3.00598 -4.13099 1.39912 0.2 0.4 -0.6
H 1.91906 -3.86383 3.80768 -0.2 0.8 -0.6
H 0.54453 -1.45769 3.77581 1.4 -0.4 -1.7
H -4.32432 -1.81396 4.33603 0.4 0.6 -0.4
H 4.52252 -0.69531 -3.20667 5.3 -1.5 0.2
H -3.03549 -0.08227 5.40317 0.6 0.6 -0.3
H -3.76252 -2.45069 1.97848 -0.3 -0.4 0.0
H 3.82162 1.46124 -3.99414 0.4 0.4 0.1
H 2.87723 -2.39824 -2.27382 0.2 -0.1 -0.2
H -1.09870 1.20022 4.14289 -0.6 -1.0 -0.4
H -1.74719 -1.54397 0.76749 -0.3 0.0 0.3
H 1.43503 1.95621 -4.12499 0.4 -1.9 0.8
H 0.47282 -1.83074 -2.48783 -0.9 -1.2 0.7
H 0.09867 1.58149 -1.70452 -1.8 0.1 -0.8
H -0.37813 3.74293 -0.56076 0.0 0.7 -0.5
H -2.02313 4.53101 -0.72388 0.3 -0.4 -0.1
H -2.71515 2.65722 -2.25639 0.7 0.0 0.0
H -1.18634 3.38906 -2.86899 -0.3 1.1 -0.4
```
Forces are in eV/Å.



Entry 4:
Here is a 2-piece molecular cluster, C4H7BrN2O4 overall at a distorted geometry from OMol25. Energies are from ωB97M-V with the def2-TZVPD basis set.

## Properties
Calculated total energy, eV: -85465.7970
Largest force on an atom, eV Å⁻¹: 4.607
Kohn-Sham gap, eV: 8.25
E_LUMO, eV: -1.50

Geometry as XYZ:
```
18
Properties=species:S:1:pos:R:3:forces:R:3
C -0.23856 -0.03222 0.05764 -1.6 0.2 -4.1
C 0.05751 1.14681 2.26383 1.7 -3.5 0.7
C -0.16166 -0.03337 1.32721 0.5 0.4 4.6
C 3.09303 -0.49141 -0.34486 1.0 0.8 0.0
N 3.10740 -0.95521 -1.60952 0.3 1.5 -1.8
N 3.13986 -1.38796 0.77735 0.5 -0.4 -2.9
O 3.36777 -0.24161 -2.61089 -0.6 -1.3 2.3
O 2.83656 -2.19136 -1.87553 -0.7 -2.3 0.4
O 3.58074 -0.99420 1.80770 -0.5 -0.3 0.8
O 2.83410 -2.58925 0.49121 -0.1 0.3 1.6
Br 3.94694 1.16951 -0.23295 -0.4 0.0 0.7
H -0.29608 0.93681 -0.46485 0.3 -0.6 0.0
H 2.71366 -2.72800 -0.93734 0.3 1.7 -0.9
H -0.58148 -0.93119 -0.50175 0.8 0.7 0.3
H 1.02978 0.92442 2.77543 -0.3 0.5 -0.6
H -0.58222 1.08587 3.11922 -1.0 0.4 0.2
H 0.11694 2.04109 1.76795 -0.1 2.4 -0.9
H -0.18549 -0.94589 1.90494 -0.2 -0.5 -0.2
```
Forces are in eV/Å.